(1)
{
  "formula": "C24H24N5O4S",
  "method": "ωB97M-V with the def2-TZVPD basis set",
  "elements": ["C", "N", "C", "C", "C", "C", "C", "C", "C", "C", "O", "N", "C", "C", "S", "N", "C", "C", "O", "C", "C", "C", "N", "C", "C", "C", "C", "N", "O", "O", "C", "C", "C", "C", "H", "H", "H", "H", "H", "H", "H", "H", "H", "H", "H", "H", "H", "H", "H", "H", "H", "H", "H", "H", "H", "H", "H", "H"],
  "coordinates": [[-5.137, 1.237, -2.674], [-4.246, 1.434, -1.538], [-4.725, 2.422, -0.580], [-3.007, 0.834, -1.373], [-1.983, 0.948, -2.346], [-0.699, 0.503, -2.035], [-0.463, -0.189, -0.827], [0.940, -0.514, -0.275], [2.025, 0.211, -0.999], [1.971, 1.629, -1.138], [0.987, 2.372, -0.880], [3.186, 2.272, -1.504], [3.204, 3.751, -1.505], [4.434, 1.661, -1.501], [5.868, 2.526, -1.280], [4.388, 0.280, -1.675], [5.655, -0.434, -1.884], [3.242, -0.486, -1.330], [3.373, -1.711, -1.221], [1.100, -0.736, 1.466], [2.501, -1.289, 1.709], [1.008, 0.657, 1.803], [0.910, 1.811, 1.936], [0.064, -1.564, 2.219], [0.140, -2.986, 2.231], [-0.885, -3.733, 2.791], [-1.996, -3.074, 3.348], [-3.131, -3.828, 3.747], [-4.097, -3.211, 4.257], [-3.125, -5.069, 3.563], [-1.985, -1.679, 3.525], [-0.966, -0.944, 2.945], [-1.571, -0.611, -0.108], [-2.796, 0.004, -0.255], [-4.805, 0.385, -3.280], [-6.159, 1.038, -2.298], [-5.177, 2.140, -3.312], [-3.978, 2.567, 0.220], [-4.897, 3.392, -1.099], [-5.688, 2.092, -0.139], [-2.153, 1.504, -3.268], [0.136, 0.762, -2.689], [1.124, -1.649, -0.268], [2.197, 4.170, -1.648], [3.617, 4.133, -0.550], [3.870, 4.093, -2.316], [6.421, 0.272, -2.229], [6.050, -0.895, -0.965], [5.558, -1.227, -2.627], [2.570, -2.317, 1.310], [3.197, -0.674, 1.147], [2.751, -1.310, 2.770], [0.990, -3.526, 1.783], [-0.912, -4.836, 2.717], [-2.834, -1.191, 3.998], [-1.049, 0.141, 3.011], [-1.429, -1.380, 0.642], [-3.585, -0.174, 0.472]],
  "nbo_charge": [-0.39, -0.48, -0.40, 0.15, -0.25, -0.17, 0.06, -0.16, -0.45, 0.64, -0.67, -0.46, -0.41, 0.34, -0.30, -0.46, -0.41, 0.66, -0.70, -0.21, -0.59, 0.30, -0.34, 0.04, -0.22, -0.17, -0.01, 0.50, -0.39, -0.40, -0.18, -0.16, -0.22, -0.24, 0.21, 0.18, 0.17, 0.22, 0.17, 0.17, 0.21, 0.23, 0.24, 0.24, 0.21, 0.21, 0.23, 0.20, 0.21, 0.22, 0.24, 0.21, 0.23, 0.25, 0.25, 0.24, 0.20, 0.21],
  "smiles": "CN(C)c1ccc([C@@H](c2c([O-])n(C)c(=S)n(C)c2=O)[C@@](C)(C#N)c2ccc([N+](=O)[O-])cc2)cc1",
  "relative_energy_kcal_mol": 22.3,
  "total_charge": -1,
  "energy_ev": -51751.4057,
  "homo_lumo_gap_ev": 5.69
}

---

(2)
{
  "formula": "C23H63N2O11",
  "method": "ωB97M-V with the def2-TZVPD basis set",
  "elements": ["C", "C", "O", "O", "H", "H", "H", "C", "O", "H", "H", "H", "H", "C", "O", "H", "H", "H", "H", "C", "O", "N", "N", "H", "H", "H", "H", "C", "C", "C", "O", "H", "H", "H", "H", "H", "H", "H", "H", "C", "C", "C", "O", "H", "H", "H", "H", "H", "H", "H", "H", "C", "C", "C", "O", "H", "H", "H", "H", "H", "H", "H", "H", "C", "C", "C", "O", "H", "H", "H", "H", "H", "H", "H", "H", "C", "C", "C", "O", "H", "H", "H", "H", "H", "H", "H", "H", "C", "C", "C", "O", "H", "H", "H", "H", "H", "H", "H", "H"],
  "coordinates": [[-1.081, -0.308, -1.939], [-0.591, 1.021, -1.319], [0.611, 1.087, -0.966], [-1.449, 1.883, -1.043], [-2.168, -0.369, -1.850], [-0.497, -1.147, -1.505], [-0.833, -0.221, -2.983], [-4.606, 2.528, -1.712], [-3.833, 1.651, -2.507], [-4.414, 3.572, -1.868], [-4.497, 2.340, -0.623], [-5.671, 2.409, -1.855], [-2.940, 1.638, -2.110], [0.851, 3.739, 1.484], [2.010, 4.119, 0.740], [1.036, 3.981, 2.561], [0.637, 2.606, 1.467], [-0.052, 4.247, 1.108], [1.827, 3.930, -0.212], [1.013, 4.330, -2.232], [1.690, 5.262, -3.042], [1.632, 3.312, -1.709], [-0.250, 4.412, -1.908], [2.641, 3.184, -1.836], [1.202, 2.364, -1.480], [-0.767, 5.239, -2.176], [-0.784, 3.663, -1.481], [0.694, -4.394, -1.518], [1.066, -5.171, -0.252], [2.371, -5.906, -0.479], [1.214, -4.511, 0.808], [1.454, -3.995, -2.168], [-0.065, -3.663, -1.295], [0.220, -5.156, -2.091], [0.248, -5.789, 0.062], [2.682, -6.481, 0.384], [3.157, -5.286, -0.916], [2.303, -6.702, -1.271], [0.343, -4.269, 1.114], [-3.155, -3.359, -0.652], [-2.771, -4.072, 0.622], [-2.759, -5.608, 0.368], [-1.665, -3.827, 1.119], [-2.796, -2.307, -0.624], [-4.237, -3.343, -0.699], [-2.632, -3.808, -1.472], [-3.456, -3.752, 1.402], [-2.484, -6.150, 1.316], [-2.084, -5.881, -0.415], [-3.761, -5.908, 0.024], [-1.737, -2.898, 1.467], [-0.701, 0.275, 3.199], [-0.745, -0.371, 1.860], [0.307, -1.477, 1.620], [-1.884, -0.858, 1.494], [0.170, 0.955, 3.300], [-0.696, -0.398, 4.069], [-1.534, 0.974, 3.287], [-0.605, 0.444, 1.139], [1.394, -1.168, 1.573], [0.050, -1.950, 0.641], [0.258, -2.212, 2.397], [-2.010, -0.552, 0.624], [3.206, 0.578, -3.108], [2.711, -0.770, -2.729], [3.779, -1.794, -3.083], [2.441, -0.988, -1.545], [2.399, 1.339, -3.185], [3.836, 0.690, -3.973], [3.825, 0.959, -2.286], [1.847, -0.982, -3.314], [3.571, -2.739, -2.600], [4.645, -1.296, -2.655], [3.762, -1.909, -4.120], [1.822, -0.301, -1.262], [3.186, 1.533, 2.940], [4.201, 1.614, 1.805], [3.700, 0.947, 0.547], [4.514, 2.782, 1.543], [3.441, 1.015, 3.843], [2.254, 1.129, 2.644], [3.013, 2.499, 3.331], [5.062, 1.001, 2.109], [3.096, 0.058, 0.776], [4.449, 0.746, -0.192], [2.964, 1.603, 0.091], [3.647, 3.165, 1.502], [-3.587, 4.186, 2.720], [-2.707, 3.248, 1.935], [-3.430, 1.930, 1.714], [-2.335, 3.638, 0.801], [-3.329, 5.236, 2.543], [-3.593, 3.974, 3.768], [-4.631, 4.092, 2.360], [-1.806, 3.160, 2.493], [-4.514, 1.995, 1.494], [-3.426, 1.545, 2.753], [-2.931, 1.256, 1.030], [-1.978, 2.934, 0.228]],
  "lowdin_charge": [0.03, -0.63, -0.05, -0.06, 0.07, 0.08, 0.09, -0.17, -0.13, 0.07, 0.06, 0.07, 0.02, -0.15, -0.15, 0.09, 0.08, 0.07, 0.01, -0.59, -0.17, 0.11, 0.20, 0.13, 0.05, 0.12, 0.07, -0.01, -0.62, -0.04, 0.01, 0.06, 0.05, 0.07, 0.12, 0.07, 0.08, 0.09, 0.07, -0.02, -0.65, -0.03, -0.02, 0.07, 0.09, 0.07, 0.14, 0.10, 0.05, 0.08, 0.11, -0.02, -0.58, -0.01, 0.00, 0.08, 0.09, 0.05, 0.12, 0.10, 0.07, 0.07, 0.06, -0.04, -0.70, -0.02, 0.01, 0.08, 0.08, 0.07, 0.12, 0.07, 0.09, 0.06, 0.06, -0.02, -0.64, -0.03, 0.04, 0.07, 0.03, 0.07, 0.14, 0.07, 0.07, 0.06, 0.06, -0.03, -0.64, -0.04, -0.02, 0.09, 0.07, 0.08, 0.11, 0.09, 0.08, 0.06, 0.05],
  "relative_energy_kcal_mol": 7.3,
  "total_charge": -1,
  "energy_ev": -50371.8720,
  "homo_lumo_gap_ev": 8.80
}

---

(3)
{
  "formula": "C5H12N2O",
  "method": "ωB97M-V with the def2-TZVPD basis set",
  "elements": ["H", "N", "N", "C", "C", "H", "H", "H", "C", "C", "C", "O", "H", "H", "H", "H", "H", "H", "H", "H"],
  "coordinates": [[-1.483, -0.512, 2.444], [-0.820, -0.872, 1.729], [-1.217, -0.865, 0.546], [-2.436, -0.322, 0.214], [-2.766, -0.176, -1.074], [-3.107, -0.019, 1.026], [-3.702, 0.262, -1.378], [-2.084, -0.485, -1.851], [0.793, 1.465, -0.373], [1.952, 0.327, 0.265], [1.973, -0.859, -0.692], [1.704, -0.027, 1.546], [-0.110, 0.955, -0.681], [0.554, 2.213, 0.374], [1.276, 1.882, -1.251], [2.880, 0.910, 0.221], [2.214, -0.537, -1.707], [2.726, -1.571, -0.364], [1.001, -1.342, -0.691], [0.654, -0.428, 1.697]],
  "nbo_charge": [0.31, -0.33, -0.10, -0.12, -0.27, 0.18, 0.21, 0.22, -0.67, 0.16, -0.65, -0.76, 0.18, 0.20, 0.20, 0.16, 0.20, 0.21, 0.21, 0.47],
  "smiles": "[H]/N=N\\C=C.CC(C)O",
  "relative_energy_kcal_mol": 104.2,
  "energy_ev": -10403.9033,
  "homo_lumo_gap_ev": 7.67
}

---

(4)
{
  "formula": "C14H7ClIN4O6S3SbV",
  "method": "ωB97M-V with the def2-TZVPD basis set",
  "elements": ["V", "Cl", "C", "C", "C", "I", "C", "O", "C", "N", "C", "C", "C", "C", "H", "H", "H", "H", "S", "Sb", "S", "S", "O", "C", "O", "C", "C", "N", "N", "C", "C", "O", "O", "H", "H", "H", "O", "N"],
  "coordinates": [[0.040, -0.100, 0.093], [-3.444, 5.995, -0.147], [-2.224, 4.747, -0.193], [-0.938, 5.068, -0.514], [0.070, 4.083, -0.552], [2.011, 4.589, -1.089], [-0.200, 2.759, -0.252], [0.661, 1.796, -0.246], [-1.567, 2.443, 0.042], [-1.793, 1.122, 0.261], [-3.000, 0.720, 0.576], [-4.079, 1.619, 0.673], [-3.878, 2.947, 0.429], [-2.585, 3.406, 0.096], [-0.689, 6.095, -0.743], [-3.120, -0.340, 0.757], [-5.058, 1.242, 0.934], [-4.695, 3.654, 0.489], [2.196, -2.765, 3.999], [0.467, -2.529, 2.602], [0.023, -0.200, 2.491], [1.750, -2.024, -0.161], [-3.004, -2.331, -4.414], [-2.108, -1.489, -4.899], [-2.061, -1.194, -6.069], [-1.241, -0.795, -3.908], [-0.345, 0.205, -4.231], [0.244, 0.595, -3.088], [-0.213, -0.097, -2.049], [-1.111, -0.942, -2.513], [-1.776, -1.797, -1.473], [-2.627, -2.616, -1.830], [-1.400, -1.560, -0.281], [-2.955, -2.409, -3.413], [-0.111, 0.642, -5.187], [0.927, 1.320, -2.922], [3.113, 0.134, 0.205], [2.046, -0.391, 0.137]],
  "lowdin_spin": [1.89, 0.00, 0.01, 0.00, 0.01, 0.00, 0.00, 0.00, 0.00, -0.01, 0.01, 0.00, 0.01, 0.00, 0.00, 0.00, 0.00, 0.00, 0.03, 0.01, 0.02, 0.01, 0.00, 0.00, 0.00, 0.00, 0.01, 0.00, 0.00, 0.01, 0.00, 0.00, 0.00, 0.00, 0.00, 0.00, 0.00, -0.01],
  "multiplicity": 3,
  "relative_energy_kcal_mol": 0.0,
  "total_charge": -1,
  "energy_ev": -118237.4895,
  "s_squared": 2.03,
  "homo_lumo_gap_ev": [6.76, 6.47]
}

---

(5)
{
  "formula": "C13H23BaClNP",
  "method": "ωB97M-V with the def2-TZVPD basis set",
  "elements": ["C", "C", "C", "C", "C", "C", "C", "C", "N", "Ba", "C", "P", "H", "H", "H", "H", "H", "H", "H", "H", "C", "C", "H", "C", "C", "H", "H", "H", "H", "H", "H", "H", "H", "H", "H", "H", "H", "H", "H", "Cl"],
  "coordinates": [[0.548, 3.631, -1.689], [-0.757, 3.186, -1.477], [-1.006, 2.018, -0.718], [0.070, 1.406, -0.125], [1.379, 1.806, -0.324], [1.630, 2.949, -1.135], [-2.343, 1.305, -0.566], [-2.077, -0.130, 0.017], [-2.132, -1.368, -0.642], [-0.840, -0.558, 2.296], [2.514, 1.010, 0.329], [1.787, -0.532, 1.011], [-1.596, 3.717, -1.915], [2.666, 3.264, -1.302], [0.744, 4.527, -2.304], [2.952, 1.557, 1.187], [3.304, 0.708, -0.391], [-2.955, 1.823, 0.221], [-2.958, 1.263, -1.478], [-0.902, -0.139, -0.013], [3.145, -1.156, 2.040], [1.942, -1.604, -0.444], [-2.682, -0.190, 0.956], [-1.775, -1.332, -2.103], [-3.069, -2.393, -0.212], [0.218, -1.861, 4.392], [-2.344, -2.117, -2.618], [-1.981, -0.350, -2.605], [-0.707, -1.505, -2.244], [-3.503, -2.906, -1.105], [-2.539, -3.159, 0.377], [-3.883, -1.994, 0.408], [3.005, -1.642, -0.711], [1.578, -2.607, -0.186], [1.351, -1.213, -1.281], [4.076, -1.126, 1.462], [3.214, -0.528, 2.940], [2.914, -2.181, 2.352], [-0.178, -2.477, 3.904], [1.192, 0.899, 3.699]],
  "lowdin_charge": [-0.11, -0.06, -0.27, -0.16, -0.31, -0.06, -0.13, -0.53, -0.29, 1.43, -0.31, 0.57, 0.09, 0.10, 0.10, 0.08, 0.09, 0.12, 0.11, 0.00, -0.33, -0.29, 0.01, -0.03, -0.10, 0.02, 0.08, 0.09, 0.06, 0.09, 0.07, 0.08, 0.04, 0.04, 0.03, 0.04, -0.02, 0.04, 0.00, -0.38],
  "relative_energy_kcal_mol": 19.0,
  "energy_ev": -37845.2131,
  "homo_lumo_gap_ev": 5.32
}

---

(6)
{
  "formula": "H3NO3Si",
  "method": "ωB97M-V with the def2-TZVPD basis set",
  "elements": ["N", "O", "O", "O", "Si", "H", "H", "H"],
  "coordinates": [[2.565, -0.363, -0.393], [1.933, -0.223, 0.785], [3.700, -0.042, -0.266], [-0.266, 0.234, -0.910], [0.584, -0.694, -0.125], [-3.236, -1.593, -1.044], [0.365, -1.845, 0.595], [-2.884, -1.786, -0.607]],
  "nbo_charge": [0.28, -0.62, -0.22, -1.14, 1.93, 0.01, -0.24, -0.01],
  "relative_energy_kcal_mol": 60.4,
  "energy_ev": -15554.5129,
  "homo_lumo_gap_ev": 10.14
}

---

(7)
{
  "formula": "C3H9NO2",
  "method": "ωB97M-V with the def2-TZVPD basis set",
  "elements": ["C", "C", "O", "O", "H", "H", "H", "H", "C", "N", "H", "H", "H", "H", "H"],
  "coordinates": [[-1.627, 1.239, -1.519], [-1.957, 1.236, -0.076], [-1.598, 0.413, 0.724], [-2.582, 2.346, 0.316], [-1.673, 2.215, -1.985], [-2.417, 0.670, -2.046], [-0.808, 0.589, -1.794], [-2.686, 2.370, 1.287], [2.519, -1.193, 0.526], [1.657, -2.063, 1.307], [2.029, -0.285, 0.182], [3.039, -1.630, -0.339], [3.385, -0.864, 1.111], [0.698, -2.039, 1.017], [2.019, -3.004, 1.289]],
  "nbo_charge": [-0.74, 0.79, -0.60, -0.69, 0.24, 0.25, 0.25, 0.50, -0.41, -0.84, 0.20, 0.16, 0.18, 0.37, 0.35],
  "smiles": "CC(=O)O.CN",
  "relative_energy_kcal_mol": 23.6,
  "energy_ev": -8841.9308,
  "homo_lumo_gap_ev": 9.57
}